# C5H16N2S

A structure of composition C5H16N2S (ωB97M-V with the def2-TZVPD basis set, the OMol25 dataset).

Atoms and positions in Å:
C -0.92 0.45 -1.00
C -1.96 0.83 -2.03
C -2.22 2.33 -2.01
N -0.65 -1.00 -0.97
H 0.03 0.92 -1.22
H -1.22 0.74 0.00
H -2.89 0.29 -1.88
H -1.58 0.56 -3.01
H -2.55 2.66 -1.03
H -1.32 2.89 -2.26
H -2.99 2.59 -2.73
H -1.37 -1.54 -0.51
H -0.53 -1.35 -1.90
H 0.44 -1.21 -0.43
C 0.70 0.51 1.83
C 1.98 -0.29 1.73
S 2.01 -1.37 0.26
N -0.50 -0.32 1.96
H 0.61 1.12 0.93
H 0.74 1.20 2.67
H 2.09 -0.91 2.62
H 2.83 0.39 1.69
H -0.73 -0.46 2.94
H -0.27 -1.25 1.58

Its charge is 0. For the frontier orbital gap, the calculation gives 7.9 eV. The highest occupied orbital energy comes out at -0.266 Eh. Its electronic energy is -707.76564 Ha. For the LUMO energy, the calculation gives 0.608 eV.